(1)
{
  "formula": "C30H54N10O5P2",
  "method": "ωB97M-V with the def2-TZVPD basis set",
  "elements": ["N", "C", "C", "C", "C", "C", "C", "C", "N", "O", "C", "C", "C", "C", "C", "C", "C", "C", "C", "N", "C", "O", "N", "C", "O", "H", "H", "H", "H", "H", "H", "H", "H", "H", "H", "H", "H", "H", "H", "H", "H", "H", "H", "C", "N", "C", "P", "O", "N", "C", "C", "N", "C", "C", "H", "H", "H", "H", "H", "H", "H", "H", "H", "H", "H", "H", "H", "H", "H", "H", "H", "H", "C", "N", "C", "P", "O", "N", "C", "C", "N", "C", "C", "H", "H", "H", "H", "H", "H", "H", "H", "H", "H", "H", "H", "H", "H", "H", "H", "H", "H"],
  "positions_angstrom": [[0.714591, -0.008018, -5.026657], [0.804301, -0.381584, -3.588947], [0.920484, 0.827802, -2.659063], [-0.157742, 1.889677, -2.785024], [0.168337, 3.263927, -2.838856], [1.586269, 3.832980, -2.779834], [1.996437, 4.662083, -4.029773], [2.704825, 3.878362, -5.118998], [2.283585, 2.559955, -5.448268], [3.631836, 4.383475, -5.692305], [-0.831847, 4.238904, -2.910158], [-2.161095, 3.902945, -2.930126], [-2.489900, 2.556853, -2.893131], [-1.535865, 1.566498, -2.804448], [-2.057399, 0.151875, -2.730665], [-2.319782, -0.494571, -3.929114], [-2.799251, -1.795450, -3.911969], [-3.016753, -2.333827, -2.644190], [-2.749747, -1.563312, -1.533805], [-2.248776, -0.321997, -1.497418], [-3.988101, 2.479724, -2.971003], [-4.734898, 1.561826, -3.148508], [-4.424068, 3.809780, -2.834453], [-3.396605, 4.745652, -2.981154], [-3.510512, 5.931516, -3.078634], [1.668770, 0.190322, -5.310197], [0.526422, -0.883685, -5.508918], [0.024745, -1.080683, -3.312557], [1.747554, -0.933131, -3.471891], [1.871040, 1.303676, -2.891065], [1.020303, 0.509104, -1.619585], [2.336679, 3.099400, -2.495321], [1.555818, 4.562043, -1.965468], [2.698882, 5.422484, -3.694064], [1.105632, 5.174820, -4.396024], [1.286248, 2.468252, -5.270629], [2.789875, 1.932816, -4.831715], [-0.569882, 5.292572, -2.922845], [-2.130850, 0.012120, -4.865613], [-3.005051, -2.379154, -4.797808], [-3.391061, -3.341058, -2.525597], [-2.958925, -2.006857, -0.562419], [-5.319830, 4.036388, -3.245984], [6.971259, 0.901094, 0.245959], [5.703996, 1.299867, -0.333436], [5.954008, 2.060521, -1.557001], [4.344205, 1.857425, 0.560137], [3.240336, 1.538800, -0.414028], [3.895903, 0.697363, 1.787844], [4.538568, -0.606197, 1.841574], [2.448958, 0.516052, 1.913093], [5.293193, 2.802635, 1.708984], [5.205175, 2.594319, 3.154124], [5.096444, 4.251160, 1.442116], [7.583988, 1.754837, 0.565710], [7.542549, 0.341667, -0.498305], [6.855724, 0.236284, 1.095539], [6.412144, 3.037708, -1.345640], [5.023287, 2.234813, -2.098591], [6.616250, 1.509874, -2.226532], [4.551934, -1.112155, 0.867406], [4.017231, -1.249758, 2.552144], [5.558136, -0.540371, 2.225107], [2.044994, -0.163487, 1.154885], [1.926134, 1.468230, 1.820803], [2.214974, 0.111675, 2.900828], [4.185442, 2.641432, 3.538762], [5.790902, 3.369863, 3.655382], [5.654771, 1.646546, 3.439519], [4.094177, 4.585416, 1.727227], [5.229142, 4.461063, 0.375831], [5.831455, 4.848830, 1.980839], [-3.530987, -6.065177, 5.079673], [-2.807536, -5.205864, 4.164869], [-1.416359, -5.101781, 4.599405], [-3.426408, -3.753700, 3.481438], [-2.564163, -3.651490, 2.252473], [-4.945978, -4.044540, 2.664679], [-5.444196, -5.398834, 2.488436], [-5.060707, -3.327068, 1.397744], [-4.249507, -3.233552, 4.954390], [-5.681045, -2.935581, 4.987199], [-3.527723, -2.076253, 5.542719], [-3.585701, -5.657678, 6.098635], [-3.025955, -7.032387, 5.134721], [-4.543336, -6.275003, 4.749383], [-1.322883, -4.541549, 5.541940], [-0.815400, -4.595383, 3.843664], [-0.981747, -6.091933, 4.744928], [-4.686979, -6.077831, 2.074758], [-6.303244, -5.395711, 1.815052], [-5.826824, -5.815202, 3.422105], [-4.541856, -3.842901, 0.581319], [-4.642518, -2.323657, 1.480203], [-6.113137, -3.216731, 1.124591], [-5.992297, -2.213050, 4.231383], [-5.930430, -2.524533, 5.969488], [-6.270852, -3.842952, 4.882931], [-3.653550, -1.169644, 4.942743], [-2.456085, -2.290503, 5.605040], [-3.874812, -1.876436, 6.556501]],
  "forces_ev_per_angstrom": [[-0.09, -0.48, 0.54], [1.10, -0.17, -0.09], [-0.27, 0.26, -0.44], [-0.51, 0.52, 0.07], [0.36, -0.18, -0.08], [-0.46, 0.33, -0.06], [-0.15, -0.55, 0.80], [0.02, 0.55, -0.34], [-0.25, 0.52, 0.25], [0.40, -0.11, 0.00], [-0.15, 0.55, 0.06], [0.71, -0.29, -0.06], [-0.40, 0.26, -0.01], [0.01, -0.68, -0.05], [0.61, 1.37, 0.11], [-0.32, -0.56, -0.46], [0.05, 0.25, 0.89], [0.03, 0.02, -0.73], [-0.15, -0.50, 1.55], [-0.31, -0.78, -1.43], [0.33, 0.28, 0.16], [-0.06, -0.41, 0.00], [-0.55, 0.37, -0.78], [0.57, -1.00, 0.50], [-0.13, 0.43, -0.17], [-0.10, 0.24, -0.24], [-0.26, 0.17, -0.19], [-0.21, 0.16, -0.05], [-0.13, -0.11, 0.39], [0.05, -0.04, 0.11], [-0.12, -0.09, -0.01], [0.01, -0.01, -0.05], [0.12, -0.13, 0.11], [0.03, 0.10, -0.26], [0.09, -0.02, -0.30], [0.07, -0.37, 0.24], [-0.02, -0.23, -0.21], [0.11, -0.05, 0.00], [0.07, 0.11, 0.06], [0.03, 0.15, -0.14], [-0.03, 0.02, 0.10], [0.11, 0.06, 0.01], [-0.16, 0.00, 0.37], [0.24, 0.30, 0.43], [-0.16, 0.21, -0.37], [-0.44, 0.08, -0.21], [1.94, -6.05, 1.40], [-0.22, 3.49, -0.13], [0.15, -0.17, 0.16], [0.36, 0.00, -0.01], [-0.09, 0.25, -0.11], [-1.79, 2.17, -0.93], [-0.15, -0.28, 0.29], [0.38, 0.00, -0.38], [-0.01, 0.01, -0.01], [-0.11, 0.05, -0.11], [-0.10, 0.12, 0.03], [0.13, -0.06, -0.07], [-0.03, -0.02, 0.09], [0.05, -0.06, 0.11], [0.05, -0.06, 0.04], [-0.18, 0.10, -0.05], [0.00, 0.03, -0.10], [-0.05, 0.05, -0.02], [-0.01, -0.03, -0.04], [0.13, -0.03, 0.02], [0.01, -0.03, 0.07], [0.01, 0.13, -0.26], [-0.19, -0.11, -0.11], [0.04, 0.08, 0.09], [-0.04, -0.05, 0.01], [0.03, -0.08, 0.03], [-0.33, 0.22, 0.42], [0.36, 0.11, -0.05], [0.26, 0.27, -0.37], [-3.18, -5.28, -1.56], [1.09, 2.77, 1.76], [-0.25, -0.21, 0.09], [0.00, -0.20, 0.30], [0.19, 0.23, 0.00], [1.61, 2.41, -0.41], [-0.35, -0.05, -0.23], [0.34, -0.32, 0.25], [0.01, 0.01, -0.01], [0.12, 0.07, -0.08], [0.02, 0.16, -0.02], [0.03, -0.14, 0.07], [-0.10, 0.03, -0.03], [-0.13, -0.05, 0.03], [-0.05, -0.06, 0.01], [0.09, 0.16, -0.10], [0.11, -0.01, 0.01], [0.04, 0.07, -0.03], [0.02, -0.03, -0.04], [-0.04, -0.11, 0.11], [-0.08, -0.01, 0.00], [0.28, 0.02, 0.04], [0.07, 0.00, -0.23], [-0.05, 0.06, 0.09], [-0.03, -0.01, -0.06], [-0.06, -0.07, -0.01]],
  "mulliken_charge": [-0.562, -1.068, 0.083, 0.223, 1.027, -0.356, -0.583, 0.333, -0.563, -0.542, -1.018, -0.512, 1.214, 0.266, 0.181, -0.591, -0.668, -0.335, -0.537, -0.602, -0.015, -0.567, -0.134, 0.155, -0.585, 0.211, 0.276, 0.287, 0.643, -0.340, 0.301, -0.558, 0.616, 0.342, 0.438, 0.343, 0.320, 0.650, 0.468, 0.447, 0.414, 0.603, 0.295, -0.772, 0.137, -0.874, 0.497, -0.542, 0.218, -1.149, -1.190, 0.037, -0.884, -1.116, 0.285, 0.364, 0.153, 0.338, -0.007, 0.402, 0.315, 0.428, 0.274, 0.360, 0.304, 0.414, 0.300, 0.389, 0.250, 0.363, 0.331, 0.376, -0.742, 0.088, -1.101, 0.812, -0.873, 0.279, -1.165, -1.421, 0.045, -0.859, -1.080, 0.288, 0.362, 0.135, 0.332, 0.289, 0.371, 0.334, 0.405, 0.277, 0.427, 0.356, 0.487, 0.291, 0.390, 0.228, 0.364, 0.325, 0.359],
  "smiles": "NCCc1c(CCC(N)=O)cc2c(c1-c1ccccn1)C(=O)NC2=O.CN(C)P(=O)(N(C)C)N(C)C.CN(C)P(=O)(N(C)C)N(C)C",
  "spin_multiplicity": 1
}

(2)
{
  "formula": "C30H54N2O6Si",
  "method": "ωB97M-V with the def2-TZVPD basis set",
  "elements": ["C", "Si", "C", "C", "O", "C", "C", "C", "C", "C", "C", "C", "C", "C", "C", "O", "O", "C", "O", "N", "C", "C", "O", "C", "N", "C", "O", "H", "H", "H", "H", "H", "H", "H", "H", "H", "H", "H", "H", "H", "H", "H", "H", "H", "H", "H", "H", "H", "H", "H", "H", "H", "H", "C", "C", "C", "C", "C", "C", "H", "H", "H", "H", "H", "H", "H", "H", "H", "H", "H", "H", "H", "H", "C", "C", "C", "C", "C", "C", "H", "H", "H", "H", "H", "H", "H", "H", "H", "H", "H", "H", "H", "H"],
  "positions_angstrom": [[1.840715, 0.770404, -3.549264], [1.815831, 2.351219, -2.549737], [2.453846, 1.898954, -0.827928], [3.075348, 3.490956, -3.351003], [0.275455, 2.974328, -2.514410], [0.102781, 4.218233, -1.862321], [-0.949298, 5.038283, -2.596858], [-2.197760, 4.192769, -2.801607], [-2.794592, 3.624657, -1.667739], [-3.908740, 2.821824, -1.836542], [-4.404583, 2.584600, -3.096022], [-3.853751, 3.142518, -4.234478], [-2.733060, 3.977209, -4.087221], [-2.112289, 4.629851, -5.308238], [-3.052070, 4.814617, -6.467188], [-3.569383, 5.861393, -6.697854], [-3.251704, 3.729682, -7.279099], [-5.568373, 1.659898, -2.931674], [-6.056992, 1.007869, -3.815174], [-5.903139, 1.628165, -1.566072], [-7.189796, 2.208150, -1.160389], [-8.437165, 1.497109, -1.723186], [-8.844691, 2.109427, -2.927305], [-8.281186, -0.045603, -1.841422], [-8.628870, -0.618758, -3.126294], [-4.755964, 2.104644, -0.854545], [-4.531837, 1.899089, 0.291499], [1.030992, 0.097873, -3.280041], [2.789711, 0.268301, -3.387329], [1.773342, 1.010153, -4.608037], [1.660650, 1.857780, -0.083549], [2.899974, 0.908783, -0.866943], [3.208820, 2.597078, -0.476853], [2.921784, 4.547837, -3.140435], [3.020246, 3.371827, -4.431764], [4.080630, 3.240300, -3.027046], [1.028399, 4.789160, -1.777400], [-0.230471, 4.045219, -0.836865], [-0.517003, 5.274540, -3.560169], [-1.177613, 5.941232, -2.038548], [-2.394164, 3.787679, -0.679263], [-4.291238, 2.919972, -5.190708], [-1.228931, 4.081033, -5.633172], [-1.813048, 5.634180, -5.041844], [-4.201416, 3.555322, -7.280983], [-7.229442, 3.235879, -1.528176], [-7.258916, 2.267136, -0.079731], [-9.231713, 1.693921, -1.011028], [-8.313112, 1.760391, -3.653055], [-8.937763, -0.495886, -1.098800], [-7.278663, -0.372191, -1.591425], [-9.440884, -0.194400, -3.544102], [-7.848588, -0.642047, -3.761849], [-1.398489, -0.978883, 2.161447], [0.052478, -0.607228, 1.868316], [0.800155, -1.673748, 1.068979], [0.929928, -3.031078, 1.760634], [1.616997, -2.994533, 3.124437], [3.061171, -2.504213, 3.063658], [-1.467999, -1.874662, 2.780483], [-1.903224, -0.172757, 2.695075], [-1.948526, -1.160458, 1.236058], [0.574585, -0.395722, 2.805600], [0.065288, 0.323535, 1.294062], [1.794646, -1.293238, 0.816874], [0.285141, -1.823630, 0.114476], [1.485041, -3.705385, 1.100802], [-0.061522, -3.477509, 1.876735], [1.607192, -4.005141, 3.541567], [1.047628, -2.371354, 3.819296], [3.659575, -3.136326, 2.404115], [3.513039, -2.534568, 4.056519], [3.124091, -1.475445, 2.705762], [8.997519, -4.700350, 5.164632], [7.798696, -5.237612, 4.387996], [6.585040, -4.311054, 4.424730], [6.000013, -4.063230, 5.815184], [5.563955, -5.317043, 6.570289], [4.450167, -6.088403, 5.867019], [8.775128, -4.593202, 6.227299], [9.848909, -5.376437, 5.075557], [9.303660, -3.724831, 4.781415], [7.531011, -6.228015, 4.766098], [8.091777, -5.379230, 3.344466], [5.808378, -4.718386, 3.770931], [6.864060, -3.344858, 3.992276], [5.139191, -3.394885, 5.712856], [6.727794, -3.519969, 6.424731], [5.211871, -5.017859, 7.560841], [6.419526, -5.977275, 6.736136], [3.570940, -5.456689, 5.722679], [4.146411, -6.952370, 6.459828], [4.768439, -6.458518, 4.891326]],
  "forces_ev_per_angstrom": [[-0.38, 0.53, -0.02], [0.93, -0.88, 0.20], [-0.42, 0.29, -0.15], [-0.53, 0.20, -0.08], [0.44, 0.24, -0.17], [-0.47, 0.12, 0.53], [-0.01, -0.94, -0.23], [-0.02, 0.28, 0.25], [-0.14, -0.21, -0.44], [0.66, 0.45, -0.15], [-0.23, -0.22, -0.06], [0.39, 0.05, 0.61], [-0.57, -0.55, -0.05], [0.16, -0.01, 0.12], [0.07, 0.10, -0.17], [-0.49, 0.45, 0.01], [0.14, -0.55, 0.79], [0.60, 0.47, -0.62], [-0.75, 0.04, -0.09], [0.32, -0.12, 0.23], [-0.62, -0.17, -0.22], [0.63, -0.06, 0.05], [-0.17, 0.14, -0.16], [-0.53, -0.23, -0.09], [0.11, -0.36, 0.19], [-0.10, 0.17, -0.79], [-0.10, 0.09, 1.16], [-0.07, -0.15, 0.00], [0.15, -0.09, 0.08], [-0.12, -0.11, -0.17], [-0.10, 0.01, 0.10], [0.12, -0.12, -0.02], [0.10, 0.10, 0.09], [0.01, 0.12, 0.09], [0.07, 0.02, -0.13], [0.15, -0.13, 0.05], [0.17, 0.05, -0.16], [0.02, -0.13, 0.12], [0.01, 0.39, -0.10], [0.02, 0.21, -0.01], [0.08, 0.08, 0.09], [0.00, -0.05, -0.17], [0.08, -0.15, 0.01], [0.15, 0.18, -0.03], [-0.06, 0.18, -0.62], [-0.09, 0.15, 0.01], [0.37, -0.33, 0.20], [-0.21, 0.18, 0.00], [0.08, -0.13, 0.05], [-0.04, -0.01, 0.18], [0.20, 0.11, 0.01], [-0.01, 0.04, -0.10], [-0.03, 0.23, -0.14], [0.07, 0.08, 0.09], [-0.12, -0.05, -0.09], [0.07, 0.05, -0.03], [-0.07, -0.01, 0.04], [0.11, -0.06, -0.08], [-0.10, -0.01, 0.14], [-0.01, -0.01, -0.02], [-0.04, -0.01, -0.02], [-0.01, -0.03, 0.00], [0.03, -0.01, -0.01], [0.03, 0.02, 0.03], [0.01, -0.02, 0.00], [-0.01, 0.03, -0.01], [0.02, 0.00, 0.01], [-0.01, 0.01, -0.01], [-0.03, 0.01, 0.03], [-0.03, 0.00, -0.01], [0.01, 0.03, -0.03], [0.06, 0.01, -0.03], [0.02, -0.01, -0.03], [-0.03, -0.12, -0.01], [0.07, 0.09, -0.01], [-0.07, -0.03, -0.04], [0.09, 0.05, 0.07], [-0.14, 0.02, -0.06], [0.08, -0.06, 0.09], [0.00, 0.02, 0.00], [0.02, 0.02, 0.01], [-0.01, 0.02, 0.03], [-0.03, 0.00, 0.00], [-0.02, -0.04, 0.00], [-0.01, 0.01, 0.00], [0.01, 0.00, -0.02], [-0.01, -0.01, 0.01], [0.00, 0.01, -0.01], [0.04, -0.01, 0.02], [0.02, 0.02, 0.00], [0.01, 0.01, -0.04], [-0.03, 0.00, -0.02], [-0.02, 0.02, -0.02]],
  "mulliken_charge": [-1.156, 0.540, -1.015, -1.218, -0.054, -0.631, -1.121, 0.797, -0.662, -0.334, -0.040, -0.622, 1.019, -0.218, 0.085, -0.538, -0.477, -0.123, -0.594, 0.457, -0.949, 0.051, -0.613, -0.746, -0.661, -0.089, -0.576, 0.316, 0.360, 0.312, 0.183, 0.267, 0.374, 0.330, 0.333, 0.379, 0.597, 0.240, 0.332, 0.317, 0.541, 0.374, 0.314, 0.508, 0.363, 0.341, 0.523, 0.494, 0.400, 0.420, 0.329, 0.254, 0.287, -1.366, -0.004, -0.476, -0.942, -0.311, -0.841, 0.319, 0.415, 0.301, 0.273, 0.053, 0.163, 0.410, 0.394, 0.354, 0.314, 0.264, 0.279, 0.111, 0.287, -1.217, -0.493, -0.454, -0.614, -0.426, -1.110, 0.285, 0.380, 0.291, 0.270, 0.363, 0.242, 0.391, 0.248, 0.330, 0.376, 0.249, 0.230, 0.378, 0.284],
  "smiles": "C[Si](C)(C)OCCc1cc2c(cc1CC(=O)O)C(=O)N(C[C@@H](O)CN)C2=O.CCCCCC.CCCCCC",
  "spin_multiplicity": 1
}

Which HOMO level belongs to each record? In order, -8.4; -9.0 eV.